ORCA calculation (the ωB97M-V functional and the def2-TZVPD basis) on a cluster of 3 separate species, C28H61N4O3 in total at a distorted geometry.

Each line ends with the Löwdin spin population.
CARTESIAN COORDINATES (ANGSTROEM)
O 3.34505 -0.01317 -3.20282  0.606
O -3.20279 2.99788 -3.33976  0.624
O -2.12728 -0.42340 2.94582  0.000
N -2.66921 -0.50505 4.19428  0.000
N -3.08304 1.12056 7.94410  0.000
N 4.62010 -0.11657 -3.78918  0.315
N -2.08314 2.17793 -3.10671  0.301
C -1.59446 1.08607 7.67293  0.000
C -1.22138 0.17954 6.31893  0.000
C -0.02024 1.39550 -4.25877  0.001
C 5.59310 -0.48720 -2.70704  0.022
C -4.69749 -3.32667 5.25695  0.000
C -2.99828 2.07564 -0.73032  -0.001
C 4.50910 -1.07228 -4.94729  0.022
C -1.86213 -1.75836 2.38801  0.000
C -4.15813 -0.30026 4.02382  0.000
C 0.13304 3.92411 -2.16019  0.001
C 3.30395 -0.73431 -5.88233  -0.001
C -2.53306 -1.76454 0.85615  0.000
C -4.25386 -4.63282 6.20061  0.000
C 5.74148 -0.94681 -5.88532  0.001
C 5.36559 0.28848 -1.36360  -0.001
C -0.24741 3.87713 -3.63166  0.013
C 5.55690 -2.00215 -2.34012  0.013
C -4.69866 -1.96462 6.16864  0.000
C -1.74625 2.27799 -1.64267  0.022
C 5.50547 -2.94606 -3.53116  0.001
C -2.03089 0.66482 4.97280  0.000
C -0.79682 1.12447 -1.21562  0.001
C -1.07429 3.62585 -1.27945  0.012
C 4.38967 -2.54752 -4.48951  0.013
C 7.02421 -0.05332 -3.14788  0.002
C -1.53364 2.86872 -5.52002  -0.001
C -5.06013 -0.58458 5.36208  0.000
C -1.00676 2.58793 -4.07025  0.021
H -3.70606 -1.86611 1.05216  0.000
H -3.45184 0.21022 7.54442  0.000
H -2.81082 1.48410 5.28423  0.000
H -6.18658 -0.70617 4.98593  0.000
H -1.21664 0.14856 -1.48500  0.001
H 4.44647 -0.01672 -0.85059  -0.001
H -2.39339 -1.36514 4.71654  0.000
H -4.08666 -5.58242 5.50709  0.000
H 0.65809 4.00322 -4.23777  0.001
H 6.67141 -1.29900 -5.43653  0.000
H -5.09440 0.33947 6.11573  0.000
H 3.34308 0.31136 -6.21753  0.000
H -3.21129 -4.40381 6.72547  0.000
H 5.33066 -3.96716 -3.17643  0.001
H -4.30306 0.85600 3.76434  0.000
H -2.28565 -0.79771 0.24483  0.000
H -4.60866 -0.87432 3.08277  0.000
H -2.37918 -2.64542 2.95253  0.000
H -2.14269 3.77795 -5.57891  -0.001
H -0.65102 1.12169 -0.12746  0.000
H 7.43338 0.73574 -2.50530  0.000
H 6.47344 -2.96343 -4.04279  0.000
H 5.32094 1.37153 -1.53207  0.000
H 6.18720 0.09725 -0.66188  0.000
H -3.51419 1.13501 -0.96773  0.000
H 3.42178 -2.71508 -3.99675  0.003
H -1.21479 1.17703 4.26903  0.000
H 0.94868 3.22225 -1.95723  0.000
H -0.06002 0.27802 6.13114  0.000
H -2.71039 2.03255 0.32763  0.000
H 2.33372 -0.90386 -5.40249  -0.001
H -5.10776 -4.84496 6.98147  0.000
H -0.69697 3.01372 -6.21500  0.000
H -0.04071 0.99963 -5.28142  0.000
H -1.79641 4.44853 -1.37655  0.003
H 5.88679 0.09042 -6.20821  0.001
H 0.20289 1.19762 -1.64627  0.000
H -2.16205 -2.75944 0.36271  0.000
H 6.42460 -2.25837 -1.71993  0.001
H -0.69376 -1.86845 2.27944  0.000
H -0.76044 3.62449 -0.22789  0.001
H -0.87332 4.75556 -3.84096  0.002
H 3.31400 -1.36579 -6.77962  0.000
H -3.72202 2.89379 -0.81503  -0.001
H 7.73256 -0.88857 -3.12596  0.000
H -5.70916 -3.57290 4.72316  0.000
H -0.26569 0.53105 -3.63838  0.001
H -1.22840 2.18388 7.47625  0.000
H 0.52082 4.91915 -1.91822  0.001
H -1.41245 -0.93580 6.63142  0.000
H -1.01120 0.55737 8.56772  0.000
H -2.13258 2.02975 -5.89520  0.000
H 5.60398 -1.54908 -6.79291  0.000
H 7.05311 0.38266 -4.14863  0.001
H -3.19415 0.99615 8.99364  0.000
H 1.01522 1.67981 -4.04228  0.000
H -3.86194 -3.24164 4.43785  0.000
H -3.62362 -1.81780 6.63182  0.000
H 4.67369 -2.20367 -1.71840  0.002
H -5.46955 -2.06692 7.07211  0.000
H 4.40472 -3.21872 -5.35758  0.001

Calculated values
spin multiplicity	3
net charge	+1
orbital gap (alpha / beta)	8.15 / 8.75	eV
<S²>	2.01

ORCA calculation (the ωB97M-V functional and the def2-TZVPD basis) on a structure of composition C46H41N6OsP2S.

Each line ends with the Löwdin spin population.
CARTESIAN COORDINATES (ANGSTROEM)
Os -1.21208 0.69929 -0.78691  2.300
S 5.02881 -2.98191 0.82760  0.000
P -0.36521 -1.29369 0.91921  0.150
P 1.21406 0.72348 -0.24147  0.065
N -2.66871 0.53514 -3.87871  0.048
N -0.96654 -0.52815 -2.48947  0.023
N 1.13764 -0.46593 0.99078  0.034
N -3.89201 2.64526 0.17114  0.258
N -2.95772 1.32820 -1.62046  0.085
N -1.76427 1.81349 0.96330  0.047
C 2.90428 0.56280 -3.89366  0.001
C -3.26298 1.22052 -2.99755  0.003
C 1.04317 -3.55762 0.12309  0.013
C 2.03977 -0.48342 2.18385  0.006
C -5.86051 3.54916 -1.95642  0.031
C -6.57272 3.79941 -3.11543  -0.002
C 3.77388 -0.52158 -3.81790  0.002
C 0.01763 -3.04830 0.93129  0.025
C 1.25184 3.37930 0.64212  0.006
C -0.74976 -3.92854 1.70013  0.017
C -3.37322 2.99401 2.37273  0.204
C -0.47950 -5.28887 1.67340  -0.001
C -0.44413 -2.19200 -4.69125  0.024
C -1.89963 -0.92481 4.74250  0.005
C -3.68563 -0.68417 3.14762  0.004
C 6.44531 -2.40886 1.78843  0.000
C 3.88388 -1.24889 -2.64084  0.001
C -3.83641 2.20966 -1.09348  0.043
C -1.32908 2.28975 3.30835  0.150
C -5.13054 2.31739 -4.43171  0.005
C -0.99527 1.76043 2.05206  0.109
C -1.64533 -0.37092 -3.66443  0.013
C 1.88523 4.55104 1.02445  0.001
C 1.30872 -4.91412 0.10525  -0.001
C 0.20251 -2.39401 -3.48090  0.008
C -3.24499 -0.71629 4.46473  0.000
C -2.54570 2.90999 3.47960  0.014
C -0.99063 -1.09623 3.70809  0.017
C -1.41580 -1.03287 2.37733  0.023
C -4.77810 2.67497 -2.06529  0.031
C 3.66967 -2.40777 1.86290  0.000
C 4.02428 3.48611 0.73906  0.003
C 0.54500 -5.78180 0.87964  0.018
C 2.14049 0.91279 -2.79326  0.005
C 3.27074 4.59884 1.09038  0.000
C 3.48327 -0.88911 1.91441  0.001
C 2.24256 0.17559 -1.61142  0.007
C 3.11719 -0.90326 -1.53540  0.003
C -2.98688 2.45106 1.11672  0.026
C -0.07789 -1.54725 -2.43921  0.024
C -6.21388 3.19744 -4.32791  0.063
C -2.77414 -0.83885 2.11272  0.008
C -4.42462 2.07673 -3.27969  0.029
C 3.39656 2.31655 0.34438  0.001
C -1.36977 -1.17051 -4.76859  0.012
C 1.99923 2.23895 0.32893  0.008
H 6.48131 -1.32297 1.85765  0.000
H 2.78171 -2.88558 1.44167  0.000
H 3.76591 5.51454 1.38549  0.000
H 4.57691 -2.07760 -2.56847  0.000
H 1.47430 1.76947 -2.85644  0.003
H 2.83243 1.13859 -4.80701  0.000
H 6.43424 -2.85381 2.78202  0.000
H -3.13374 -0.83089 1.08686  0.006
H 1.67681 -2.89549 -0.45508  0.000
H 0.75533 -6.84307 0.86676  0.001
H 1.99854 0.50399 2.65532  0.001
H -1.55755 -3.56399 2.31951  0.001
H -1.56086 -0.98184 5.76875  0.000
H 5.10484 3.53653 0.75100  0.000
H -3.95317 -0.60475 5.27558  0.000
H -4.33980 3.47600 2.40774  0.006
H 0.92350 -3.18642 -3.33767  0.000
H 1.60858 -1.19910 2.88145  0.001
H -2.84235 3.32611 4.43341  -0.002
H -6.79692 3.42060 -5.21185  0.003
H 0.17579 3.38087 0.53896  0.003
H 3.78457 -2.81088 2.87163  0.000
H 0.04079 -1.30052 3.95607  0.000
H -0.04410 1.26895 1.94365  0.001
H -4.86474 1.85444 -5.37205  0.000
H 7.33528 -2.75202 1.26492  0.000
H -0.61774 2.19261 4.11696  0.004
H 3.99907 1.48043 0.01767  0.000
H 0.42799 -1.67999 -1.50505  0.001
H -4.73829 -0.55729 2.92848  0.000
H -7.42272 4.46734 -3.09171  -0.001
H -1.07027 -5.96330 2.27838  0.000
H -6.12931 4.00187 -1.01205  0.001
H 4.37623 -0.78928 -4.67631  0.000
H 2.11861 -5.29821 -0.50106  0.000
H 3.22364 -1.47735 -0.62476  0.000
H -0.24370 -2.82235 -5.54761  0.001
H 1.30073 5.43318 1.24948  0.000
H 3.83550 -0.44199 0.98709  0.000
H -1.93016 -0.96675 -5.66892  0.000
H 4.10074 -0.45767 2.70472  0.000

Calculated values
spin multiplicity	5
net charge	+3
orbital gap (alpha / beta)	5.56 / 2.89	eV
<S²>	6.06
energy above the lowest of the compared OMol25 structures with the same formula, charge and spin	17.9	kJ/mol

ORCA calculation (the ωB97M-V functional and the def2-TZVPD basis) on a cluster of 11 separate species, C52H116F12N7O13 in total at a distorted geometry.

Each line ends with the Mulliken charge.
CARTESIAN COORDINATES (ANGSTROEM)
F -3.25190 0.37002 -4.72661  -0.230
F -2.08061 5.05742 1.76138  -0.224
F -0.82466 6.41802 2.92187  -0.256
F -4.41092 2.10588 -5.16327  -0.284
F 2.33940 -1.63667 -0.31077  0.575
F 3.86090 -0.68829 -1.60178  -0.336
F -1.30153 6.87194 0.84339  -0.306
F -0.11361 -0.46199 6.00309  -0.134
F -2.05882 -1.62621 6.13285  -0.284
F -4.87269 0.98901 -3.39105  -0.217
F -1.91258 0.57369 6.61207  -0.245
F 4.39979 -2.05301 0.00624  -0.355
O 0.22943 3.78495 1.87687  0.527
O -2.08500 5.12696 -3.71414  -0.513
O 1.50093 5.67955 1.63145  -0.297
O 3.23286 -0.38544 1.84958  -0.891
O -3.05440 -0.59227 4.00967  -0.423
O -0.21512 3.78306 7.53830  -0.280
O 2.64844 1.15169 0.24660  0.587
O -4.66049 -0.16842 -6.83191  -0.278
O 1.72252 3.36876 3.98461  -1.004
O -5.49373 -1.45352 -5.04190  -0.512
O -1.66196 1.13281 4.19923  -0.479
O -0.50617 -0.50654 -1.38807  1.040
O -2.90009 -2.47533 -0.58488  -0.334
N -1.99047 5.39272 -6.38983  -0.173
N 3.80748 2.48065 4.34837  -0.071
N -0.83477 3.86129 5.05330  0.905
N -1.04255 0.81362 1.24429  1.890
N 2.31683 -3.03845 3.55201  1.159
N 3.10954 -4.15254 -4.13407  0.379
N -3.02790 -3.79826 -2.32676  -0.079
C 1.72088 -2.16297 4.65341  -1.210
C 3.57889 -5.28799 -3.19035  -0.956
C -1.66999 3.99528 -4.42379  -0.240
C 2.83950 -7.31041 -1.86776  -0.668
C -1.02586 5.87045 1.73409  0.339
C -1.45038 -0.45654 5.81416  0.495
C -4.62570 -4.10211 -0.51828  -1.383
C 2.83481 -4.53313 -5.62578  -0.699
C 3.55765 0.07533 0.69448  -1.127
C -3.52798 -3.39426 -1.16600  0.756
C 2.53245 -6.32990 -2.97644  0.226
C 0.13687 -3.46056 2.41931  -0.595
C -2.00192 0.30076 0.30262  2.598
C 1.56881 -2.95233 2.29369  -0.575
C 2.37119 3.40151 -0.49043  0.182
C 2.45649 -4.43099 4.10165  -0.764
C -5.38931 -0.06310 -5.58440  -0.096
C -1.73003 4.65678 5.98256  0.465
C 3.91732 -2.32372 -5.58067  -0.714
C 0.07892 3.81697 8.87714  -0.957
C 0.26536 5.04387 1.30082  0.445
C -0.00603 -4.25899 0.07898  -1.669
C -2.25271 4.02058 -5.83170  -0.002
C 1.86172 6.70697 0.64390  -0.018
C -1.37765 5.22882 -2.45490  -0.109
C 2.51951 2.61217 4.56508  0.950
C -3.38158 0.91846 0.45248  -2.395
C 0.28265 -0.37846 -2.50553  -0.116
C 4.24413 -3.13713 -4.30743  -0.490
C -3.24739 -1.75393 3.18493  1.165
C 3.80374 -2.68019 3.32691  -0.045
C -1.62565 4.09030 7.38008  -0.797
C 3.27310 7.15367 0.86049  -1.319
C -1.80601 -0.19219 4.34709  0.585
C -5.54467 -0.14708 -8.01116  -0.269
C -4.52547 0.85360 -4.63935  0.745
C 4.42194 -3.03285 4.66785  -0.945
C 2.04530 1.72562 5.66842  -0.258
C 1.87776 -3.40389 -3.55059  -1.637
C 4.62847 3.25025 3.43646  -0.767
C 3.54242 -1.05314 -0.34130  0.586
C -2.24192 -3.00884 -3.22562  -0.212
C -4.72103 -0.36665 -9.25398  -1.122
C -1.66788 2.98331 -6.77359  -1.323
C 1.58627 -7.96390 -1.31474  -1.045
C -3.15686 4.83198 5.41622  -1.398
C 2.99264 -3.24816 -6.43234  -0.659
C -1.59105 0.33807 -1.21087  -0.187
C 3.11649 2.06868 -0.65800  -1.011
C -4.67902 -1.78307 2.80183  -1.536
C -0.55143 -3.34512 1.09955  1.262
C 3.71497 -4.37143 5.03765  -0.558
H 2.17470 -6.84861 -3.87501  0.330
H -0.40206 5.74402 -2.60543  0.316
H 1.59329 0.84584 5.25525  -0.241
H -2.21240 3.13938 7.54795  0.284
H 2.13576 -3.59400 1.58443  0.327
H 2.29585 -2.21341 5.56655  0.775
H 1.53319 -1.14621 4.29144  -0.100
H 1.66359 -5.72638 -2.65376  -0.061
H 2.07007 -2.73999 -6.68056  0.308
H -3.54117 -4.47083 -2.89411  0.278
H -4.46123 -4.16330 0.56372  0.190
H -2.11066 -0.79740 0.55908  -1.659
H -1.98747 3.17455 -7.80842  0.421
H 4.54963 -5.67305 -3.59132  0.443
H 3.40587 7.48210 1.91094  0.291
H 3.49447 -1.39627 -5.21675  0.278
H -0.56672 -4.15861 -0.86659  0.246
H 4.23909 -2.25612 5.40796  0.325
H 0.60400 -1.33271 -2.90284  -0.499
H -5.55149 -3.51955 -0.47455  0.323
H -0.58233 3.88298 -4.48004  0.407
H 1.20536 -7.27726 -0.56571  0.108
H -0.57872 3.13690 9.45148  0.371
H 1.35263 2.35100 6.24013  -0.208
H 4.37290 -5.23216 4.82354  0.367
H 3.98588 6.37902 0.56426  0.278
H -2.83687 -2.22533 -3.71970  -0.030
H -6.28133 -0.96120 -7.84453  0.367
H -4.83727 -2.70383 2.26530  0.315
H -1.11221 2.82799 5.02327  -0.007
H 3.44791 8.10424 0.31041  0.413
H 1.88174 -5.05154 -5.68638  0.461
H 4.06105 -3.35283 2.53021  0.656
H -4.80020 -0.91016 2.18166  0.202
H 5.50301 -3.17673 4.63007  0.502
H 4.17369 2.33604 -0.44474  0.414
H -3.60750 3.80747 5.44108  0.290
H -3.21888 5.21731 4.38895  0.314
H 0.97758 -4.01394 -3.81168  0.315
H 4.32469 1.86978 4.92013  0.209
H -2.02551 1.98768 -6.57268  0.168
H 4.53111 0.55599 0.52984  0.278
H 1.94124 -3.35756 -2.44902  0.219
H 0.14197 3.80237 5.30641  0.275
H -2.66914 -1.63759 2.24135  -0.631
H -1.30662 5.65444 6.02918  0.363
H -0.23069 0.09674 -3.37385  0.095
H 4.84988 -2.12618 -6.10694  0.425
H 0.74060 -2.53937 4.97808  0.376
H -4.80491 -5.06437 -1.01122  0.412
H 1.14862 0.28169 -2.37621  -0.112
H -0.87513 4.27449 4.13384  -0.367
H 4.12946 4.00195 2.82260  0.117
H 3.91470 -1.63858 3.05261  -0.026
H -1.64789 -3.53611 1.29826  0.137
H 0.80827 -7.93368 -2.07876  0.328
H -3.49367 1.81363 -0.18645  0.251
H -2.25276 6.07407 -5.68141  0.360
H -6.37976 0.44022 -5.69947  0.345
H 2.92405 4.18613 -0.99324  0.415
H 2.34054 3.66318 0.58415  -0.179
H 5.18167 -3.63727 -4.47119  0.560
H -3.70818 5.50659 6.06621  0.452
H -2.54587 5.64674 -7.17546  0.353
H -0.48379 -2.32687 0.67441  -0.559
H 5.00277 2.59441 2.66725  0.262
H 1.33062 3.34767 -0.90248  -0.254
H 1.16600 7.50158 0.85900  0.431
H 1.61761 -1.89228 1.99635  -0.589
H -2.44870 0.01007 -1.80698  -0.012
H -1.42937 -2.53476 -2.69107  -0.455
H -5.20544 0.16153 -10.05418  0.355
H 3.83517 -4.72706 -2.29316  0.277
H -4.03761 0.16872 -0.01300  0.539
H -1.19930 4.25397 -2.04494  -0.270
H 3.57780 -5.26561 -5.86322  0.528
H 0.07570 4.79951 9.38647  0.334
H -1.05166 -0.70885 3.71013  -0.095
H -1.95961 4.83930 8.15024  0.485
H 2.69129 -5.08433 3.23852  0.348
H -0.07901 0.64085 0.87746  -0.691
H -0.99473 5.57153 -6.55383  0.354
H -0.56351 3.01550 -6.74147  0.432
H 1.50877 -4.76035 4.51761  0.437
H 3.32352 -6.75113 -1.05363  0.380
H 0.17383 4.91698 0.19874  -0.153
H -6.14773 0.78405 -8.05134  0.286
H -5.36189 -1.68241 3.62987  0.437
H 0.87553 3.64719 2.57190  0.031
H 1.60161 -8.99911 -0.98251  0.365
H 1.85539 -2.45360 -4.06930  0.862
H 1.02222 -4.04906 -0.10277  0.155
H 3.54331 -4.34598 6.13002  0.330
H 3.08845 1.65234 -1.65473  0.149
H -3.71993 1.02484 1.48601  0.305
H -1.41610 1.28480 3.29007  -0.134
H 5.46376 3.75158 3.94557  0.425
H 1.64467 6.25896 -0.37412  0.071
H 3.47575 -3.51014 -7.39849  0.354
H 0.15852 -4.49749 2.82927  0.555
H -1.79388 -3.69582 -3.94225  0.519
H -4.73456 -1.44547 -9.51133  0.299
H -3.01927 -2.67295 3.69403  0.464
H 1.06337 3.41524 9.05722  0.316
H -5.17974 -2.04766 -5.83951  0.366
H -0.40094 -2.86108 3.13007  -0.096
H -3.64698 -0.06041 -9.17189  0.256
H -1.28029 1.40687 -1.41026  -0.552
H -1.11979 1.86890 1.25260  -0.406
H 3.62624 -7.94441 -2.11853  0.536
H -2.02288 3.12676 -3.85519  0.073
H 4.18576 -2.47155 -3.47222  0.225
H -2.03539 5.80622 -1.81899  0.315
H -3.31317 3.99984 -5.71633  0.433
H 2.91296 1.41717 6.24231  0.628
H -0.08559 -5.28586 0.35339  0.633

Calculated values
net charge	+3
orbital gap	7.30	eV

no.,E_tot (eV),M (g mol⁻¹)
1,-42111.1955,501.821
2,-89164.0017,962.121
3,-125439.9635,1275.512